{"formula": "C2H4N2O2", "method": "ωB97M-V with the def2-TZVPD basis set", "max_force_ha_per_bohr": 0.07446, "gap_ev": 9.877, "e_lumo_ha": 0.031, "energy_ha": -338.5052, "smiles": "[H]/N=C1/NOCO1", "e_above_lowest_ev": 4.027, "charge": 0, "spin_multiplicity": 1, "elements": ["C", "C", "H", "H", "H", "H", "N", "N", "O", "O"], "xyz": [[-0.81363, -0.01274, -0.05158], [1.23147, -0.57035, 0.09064], [-2.56606, -0.70693, 0.10490], [-0.28783, 1.91212, -0.51074], [2.05013, -0.98301, -0.40831], [1.23370, -0.57096, 1.22134], [-2.05853, 0.11999, -0.03416], [-0.06606, 1.08848, 0.03918], [1.24613, 0.80410, -0.17716], [0.03068, -1.08069, -0.27410]], "forces_ev_per_angstrom": [[-1.76, -0.52, -1.25], [1.21, 1.18, 3.44], [-0.79, -1.46, -0.26], [-0.54, -0.34, 0.32], [1.16, -1.06, -0.50], [0.72, -0.78, -0.73], [0.06, 0.30, 0.37], [0.43, 3.16, 0.69], [1.59, -0.34, -1.57], [-2.09, -0.15, -0.52]]}

***

{"formula": "C2H4N2O2", "method": "ωB97M-V with the def2-TZVPD basis set", "max_force_ha_per_bohr": 0.05685, "gap_ev": 10.113, "e_lumo_ha": 0.034, "energy_ha": -338.5427, "smiles": "N/N=C\\OC=O", "e_above_lowest_ev": 3.007, "charge": 0, "spin_multiplicity": 1, "elements": ["C", "C", "H", "H", "H", "H", "N", "N", "O", "O"], "xyz": [[-0.48530, 1.09030, 0.35577], [1.60695, 0.04795, -0.17462], [-2.22527, -1.41074, -0.39563], [-0.50245, -1.51962, -0.00183], [-0.45281, 2.06539, 0.81532], [2.61337, 0.32078, -0.64198], [-1.31414, -0.90854, -0.37584], [-1.48500, 0.27397, 0.32491], [0.69949, 1.01854, -0.40917], [1.54516, -0.97802, 0.50307]], "forces_ev_per_angstrom": [[-1.37, -1.18, -0.69], [1.96, -1.39, 0.71], [1.28, 0.48, 0.34], [-1.75, 1.42, -0.76], [-0.79, -0.10, 0.32], [-1.44, -0.11, 0.16], [0.45, -1.47, 0.32], [2.14, 1.37, 0.34], [0.47, -1.44, 0.62], [-0.95, 2.41, -1.35]]}

***

{"formula": "C2H4N2O2", "method": "ωB97M-V with the def2-TZVPD basis set", "max_force_ha_per_bohr": 0.08544, "gap_ev": 9.478, "e_lumo_ha": -0.009, "energy_ha": -338.3719, "smiles": "[O-][N+]1=NOCC1", "e_above_lowest_ev": 7.654, "charge": 0, "spin_multiplicity": 1, "elements": ["C", "C", "N", "N", "O", "O", "H", "H", "H", "H"], "xyz": [[-0.09670, -0.32724, 0.61302], [0.98672, 0.42309, -0.23376], [-1.15654, -0.66516, -0.25561], [-0.99108, 0.02423, -1.37588], [-2.11772, -1.19333, 0.38615], [0.20793, 0.89517, -1.27576], [0.21446, -1.11220, 1.29025], [-0.19548, 0.61683, 1.03539], [1.17882, 1.43637, 0.33336], [1.96960, -0.09775, -0.51716]], "forces_ev_per_angstrom": [[4.37, 0.38, 0.26], [1.98, 0.56, 1.63], [0.95, 3.29, -0.20], [-1.40, -1.11, 0.72], [0.21, -0.08, -2.74], [-2.58, -2.21, -1.17], [-0.17, 0.01, -0.07], [-2.61, 0.73, 2.32], [0.75, -2.16, -0.82], [-1.49, 0.58, 0.07]]}

***

{"formula": "C2H4N2O2", "method": "ωB97M-V with the def2-TZVPD basis set", "max_force_ha_per_bohr": 0.04930, "gap_ev": [8.323, 8.796], "e_lumo_ha": [-0.018, 0.019], "energy_ha": -338.3883, "e_above_lowest_ev": 7.209, "charge": 0, "spin_multiplicity": 1, "elements": ["N", "N", "C", "C", "O", "O", "H", "H", "H", "H"], "xyz": [[-1.17765, 1.11741, -0.77161], [-0.21503, -1.24904, -0.12758], [1.01768, 0.74274, -0.09128], [0.85818, -0.61032, 0.23667], [0.07905, 1.46312, -0.69253], [-1.66259, 0.60157, 0.41217], [-2.33862, -0.04747, 0.15198], [-0.15307, -2.25480, 0.01132], [1.96430, 1.25952, -0.02686], [1.62776, -1.02273, 0.89772]], "forces_ev_per_angstrom": [[-2.51, -0.17, -0.31], [0.48, -0.68, -0.59], [0.27, -0.28, 0.69], [-0.51, -0.17, 0.54], [1.03, 0.32, -0.11], [0.65, 0.79, -0.03], [0.33, 0.21, -0.20], [0.24, 0.05, 0.40], [-0.16, 0.08, 0.12], [0.18, -0.16, -0.52]]}

***

{"formula": "C2H4N2O2", "method": "ωB97M-V with the def2-TZVPD basis set", "max_force_ha_per_bohr": 0.06143, "gap_ev": 10.761, "e_lumo_ha": 0.021, "energy_ha": -338.5806, "smiles": "N[C@H](O)N=C=O", "e_above_lowest_ev": 1.976, "charge": 0, "spin_multiplicity": 1, "elements": ["C", "N", "O", "N", "C", "O", "H", "H", "H", "H"], "xyz": [[0.01824, 0.22612, -0.62977], [-0.88581, -0.69966, 0.23803], [0.96575, -0.47831, -1.34730], [0.60196, 0.98703, 0.40457], [0.27944, 0.72101, 1.56934], [0.35262, 0.77713, 2.73221], [1.44568, 0.11771, -1.93106], [-0.64056, 0.84816, -1.25464], [-0.39304, -1.56034, 0.46983], [-1.74429, -0.93886, -0.25121]], "forces_ev_per_angstrom": [[-2.08, -1.34, 1.97], [0.33, 0.31, -1.97], [-0.18, -0.47, -0.29], [0.46, 0.76, 0.61], [2.04, 1.68, 0.35], [-1.01, -0.65, -0.45], [0.01, 0.08, 0.06], [0.23, -0.25, 0.01], [0.04, 0.08, -0.33], [0.14, -0.20, 0.04]]}

***

{"formula": "C2H4N2O2S", "method": "ωB97M-V with the def2-TZVPD basis set", "max_force_ha_per_bohr": 0.05913, "gap_ev": 9.867, "e_lumo_ha": 0.015, "energy_ha": -736.6904, "smiles": "O=CSN/C=N\\O", "e_above_lowest_ev": 3.117, "charge": 0, "spin_multiplicity": 1, "elements": ["C", "C", "H", "H", "H", "H", "N", "N", "O", "O", "S"], "xyz": [[1.21770, 1.36069, 0.59505], [-0.69375, -1.59821, -0.24875], [1.21981, 1.20963, -2.30333], [1.72761, 2.05925, 1.32676], [0.53243, 0.35536, 2.20555], [0.43540, -1.82888, -0.49507], [1.43949, 1.73279, -0.62815], [0.55937, 0.21674, 1.19416], [1.08303, 0.71069, -1.53507], [-1.63662, -2.11118, -0.81595], [-1.03889, -0.17582, 0.75215]], "forces_ev_per_angstrom": [[0.68, 1.22, 0.24], [-0.22, -0.21, -1.88], [0.13, 0.54, -2.26], [-0.99, -0.85, -0.74], [0.47, -0.16, -0.42], [-1.78, 0.34, 0.85], [-0.31, -1.99, 2.28], [0.73, 1.57, -0.13], [-0.52, -0.11, 1.66], [1.36, 0.05, 0.81], [0.44, -0.41, -0.42]]}

***

{"formula": "C2H4N2O2S", "method": "ωB97M-V with the def2-TZVPD basis set", "max_force_ha_per_bohr": 0.02197, "gap_ev": 8.677, "e_lumo_ha": -0.010, "energy_ha": -736.6785, "smiles": "O/N=C/C(=S)NO", "e_above_lowest_ev": 3.440, "charge": 0, "spin_multiplicity": 1, "elements": ["C", "C", "H", "H", "H", "H", "N", "N", "O", "O", "S"], "xyz": [[-0.31925, -0.06186, -0.27777], [0.81898, 0.82801, 0.04998], [-1.93035, -1.65955, -0.40643], [0.12355, -1.20600, 1.36222], [1.00094, 1.68297, -0.61106], [3.01307, 1.16583, 2.02089], [-0.49380, -1.07646, 0.55274], [1.54884, 0.56237, 1.06248], [-1.49696, -1.99428, 0.40878], [2.55566, 1.46441, 1.22758], [-1.31628, 0.20359, -1.58727]], "forces_ev_per_angstrom": [[-0.33, -0.22, 0.00], [0.40, 0.11, 0.15], [-0.23, -0.07, -0.16], [-0.59, -0.11, -0.55], [-0.06, -0.27, 0.25], [0.01, -0.01, 0.00], [0.89, 0.33, 0.62], [-0.75, -0.15, -0.56], [0.16, 0.22, -0.06], [0.30, 0.29, 0.04], [0.20, -0.11, 0.26]]}

***

{"formula": "C2H4N2O2S", "method": "ωB97M-V with the def2-TZVPD basis set", "max_force_ha_per_bohr": 0.12113, "gap_ev": 9.608, "e_lumo_ha": 0.005, "energy_ha": -736.6269, "e_above_lowest_ev": 4.843, "charge": 0, "spin_multiplicity": 1, "elements": ["C", "C", "H", "H", "H", "H", "N", "N", "O", "O", "S"], "xyz": [[0.26818, -0.02861, 0.19965], [-2.24892, -0.64996, 0.28822], [1.93731, 1.22266, -2.11907], [2.33628, 0.54320, 0.03737], [1.04178, -0.67406, 1.59850], [-1.92078, -0.55806, 1.61585], [1.40356, 0.42843, -0.46855], [0.11696, -0.64107, 1.36069], [1.36138, 1.58662, -1.28021], [-3.20425, -1.27174, -0.31470], [-1.09149, 0.04258, -0.91774]], "forces_ev_per_angstrom": [[-1.20, -0.26, 0.31], [-3.48, -2.73, -1.00], [-2.35, 1.63, 2.75], [-2.11, -0.70, -0.20], [3.26, -0.42, 2.35], [-1.31, -0.27, -4.36], [2.94, -0.07, 1.93], [-0.55, 1.64, -3.90], [1.47, -1.88, -3.15], [3.91, 2.89, 3.89], [-0.60, 0.16, 1.36]]}

***

{"formula": "C2H4N2O2S", "method": "ωB97M-V with the def2-TZVPD basis set", "max_force_ha_per_bohr": 0.04610, "gap_ev": 9.196, "e_lumo_ha": -0.013, "energy_ha": -736.7018, "smiles": "[H]/N=C(/NO)OC=S", "e_above_lowest_ev": 2.805, "charge": 0, "spin_multiplicity": 1, "elements": ["C", "C", "H", "H", "H", "H", "N", "N", "O", "O", "S"], "xyz": [[0.35437, -0.11955, -0.08012], [-1.95512, -0.32111, -0.31173], [2.23880, 0.48724, 0.95281], [1.16696, 1.24831, -1.26038], [-0.25783, -0.94090, 1.53886], [-1.96048, -0.31870, 0.80662], [1.40802, 0.42635, -0.73708], [0.49609, -0.55020, 1.08565], [2.54503, 0.67263, 0.04868], [-0.75356, -0.11550, -0.87753], [-3.28229, -0.46858, -1.16579]], "forces_ev_per_angstrom": [[0.19, -0.09, 0.57], [-0.10, 0.19, 1.19], [-0.09, -0.13, 0.20], [0.03, 0.29, -0.31], [-1.86, -1.13, 0.95], [0.14, -0.02, -0.98], [0.52, 0.18, -0.41], [1.99, 0.82, -0.15], [-0.34, -0.05, -0.35], [0.00, 0.05, -0.39], [-0.49, -0.11, -0.32]]}

***

{"formula": "C2H4N2O2S", "method": "ωB97M-V with the def2-TZVPD basis set", "max_force_ha_per_bohr": 0.04629, "gap_ev": 8.952, "e_lumo_ha": -0.005, "energy_ha": -736.7394, "smiles": "O=C(NO)NC=S", "e_above_lowest_ev": 1.783, "charge": 0, "spin_multiplicity": 1, "elements": ["C", "C", "H", "H", "H", "H", "N", "N", "O", "O", "S"], "xyz": [[-0.76385, -0.81304, -0.04056], [1.60340, 0.07653, 0.11064], [-0.70918, 2.18814, 0.34491], [-2.35365, 0.30920, 0.10395], [0.89292, -1.74621, -0.51149], [1.12538, 0.91844, 0.48608], [-1.35691, 0.37821, 0.28520], [0.62265, -0.82629, -0.19052], [-0.85084, 1.54356, -0.42375], [-1.41025, -1.82499, -0.10103], [3.20033, -0.20353, -0.06342]], "forces_ev_per_angstrom": [[0.68, 0.20, 0.20], [0.17, -1.81, -0.57], [-0.27, -1.14, -1.69], [0.08, 0.07, 0.06], [0.39, 0.00, -0.01], [-0.01, 1.87, 0.74], [-0.27, 1.60, -0.57], [0.11, -0.97, -0.50], [-0.14, 0.32, 2.35], [-0.09, -0.41, -0.11], [-0.64, 0.27, 0.09]]}